1.
{"formula": "C21H17Cl2N3O2SSeTeTi", "method": "ωB97M-V/def2-TZVPD", "energy_ha": -5962.8983, "e_homo_ev": [-3.997, -4.584], "charge": -1, "spin_multiplicity": 2, "max_force_ha_per_bohr": 0.0022, "species": ["Ti", "O", "C", "O", "C", "C", "C", "C", "C", "C", "N", "C", "C", "C", "C", "C", "C", "N", "H", "H", "H", "H", "H", "H", "H", "H", "H", "H", "Cl", "C", "Cl", "H", "H", "Se", "Te", "C", "C", "C", "C", "C", "C", "H", "H", "H", "H", "H", "S", "C", "N"], "xyz": [[-0.1114, 0.1903, -0.6716], [-6.6305, -3.9346, 1.9318], [-6.2604, -3.4061, 0.7352], [-7.0636, -3.3523, -0.1542], [-4.8538, -2.9255, 0.6289], [-4.3240, -2.7368, -0.6448], [-3.0229, -2.2997, -0.8082], [-2.2297, -2.0305, 0.3027], [-2.7537, -2.2189, 1.5798], [-4.0558, -2.6566, 1.7392], [-0.8805, -1.6205, 0.1387], [0.0062, -2.4824, 0.6665], [1.3688, -2.1617, 0.6008], [2.4185, -2.9769, 1.0803], [3.7072, -2.5407, 0.9584], [3.9619, -1.2910, 0.3609], [2.8961, -0.5436, -0.0777], [1.6260, -0.9547, 0.0319], [-5.8596, -3.9948, 2.5071], [-4.9460, -2.9400, -1.5056], [-2.6082, -2.1684, -1.7977], [-2.1423, -1.9821, 2.4396], [-4.4450, -2.7358, 2.7495], [-0.3305, -3.4141, 1.1074], [2.1808, -3.9303, 1.5341], [4.5269, -3.1495, 1.3185], [4.9677, -0.9145, 0.2460], [3.0318, 0.4288, -0.5336], [-2.3318, 0.8463, 3.0639], [-0.6783, 0.9553, 3.6712], [0.0759, -0.6433, 3.8638], [-0.6964, 1.4307, 4.6442], [-0.0979, 1.5037, 2.9361], [0.4241, 2.0597, 0.4321], [-2.4659, 1.2855, -1.4892], [-3.2720, 0.0289, -2.9999], [-4.6239, -0.3092, -2.9876], [-5.1624, -1.1278, -3.9720], [-4.3550, -1.6244, -4.9862], [-3.0094, -1.2821, -5.0155], [-2.4742, -0.4563, -4.0354], [-5.2593, 0.0534, -2.1881], [-6.2140, -1.3870, -3.9354], [-4.7716, -2.2702, -5.7494], [-2.3671, -1.6558, -5.8040], [-1.4257, -0.1939, -4.0747], [1.9213, -0.3706, -4.9650], [1.2389, -0.1533, -3.5279], [0.7307, 0.0119, -2.4800]]}


2.
{"formula": "C21H17ClN2O2", "method": "ωB97M-V/def2-TZVPD", "energy_ha": -1530.6821, "e_homo_ev": -8.272, "smiles": "O=C(Cc1ccc(Cl)cc1)Nc1ccc(NC(=O)c2ccccc2)cc1", "spin_multiplicity": 1, "max_force_ha_per_bohr": 0.0148, "species": ["O", "C", "N", "C", "C", "C", "C", "C", "C", "H", "H", "N", "C", "O", "C", "C", "C", "C", "C", "C", "H", "H", "H", "H", "H", "H", "H", "H", "H", "C", "C", "C", "C", "C", "C", "C", "H", "H", "Cl", "H", "H", "H", "H"], "xyz": [[-0.6290, -5.1768, -0.3158], [-0.7345, -3.9691, -0.3839], [0.1173, -3.2949, -1.2115], [0.3360, -1.9696, -1.5875], [-0.5522, -0.9171, -1.3879], [-0.2415, 0.3585, -1.8164], [0.9620, 0.6250, -2.4609], [1.8355, -0.4331, -2.7024], [1.5273, -1.7038, -2.2685], [2.2200, -2.5109, -2.4603], [2.7610, -0.2534, -3.2292], [1.2875, 1.9067, -2.9118], [0.9817, 3.1149, -2.3465], [1.1275, 4.1431, -2.9741], [0.5497, 3.0888, -0.9216], [-0.5060, 3.8935, -0.5080], [-0.8760, 3.9207, 0.8247], [-0.1774, 3.1675, 1.7535], [0.8938, 2.3878, 1.3494], [1.2561, 2.3422, 0.0169], [2.0994, 1.7424, -0.2925], [1.4525, 1.8179, 2.0752], [-0.4558, 3.1974, 2.7964], [-1.7033, 4.5392, 1.1401], [-1.0292, 4.4898, -1.2406], [1.7740, 1.9676, -3.7980], [-0.9529, 1.1539, -1.6614], [-1.5058, -1.0730, -0.9216], [0.7845, -3.9379, -1.6279], [-1.7655, -3.2167, 0.4338], [-1.1719, -2.2195, 1.3922], [0.0412, -2.4808, 2.0174], [0.5613, -1.6049, 2.9523], [-0.1420, -0.4551, 3.2711], [-1.3474, -0.1692, 2.6526], [-1.8543, -1.0537, 1.7189], [-2.8043, -0.8354, 1.2525], [-1.8872, 0.7296, 2.9042], [0.4817, 0.6229, 4.4714], [1.4992, -1.8186, 3.4403], [0.5782, -3.3882, 1.7840], [-2.4939, -2.7467, -0.2292], [-2.2974, -3.9808, 1.0106]]}


3.
{"formula": "C21H17F3N2O3S", "method": "ωB97M-V/def2-TZVPD", "energy_ha": -1843.4622, "e_homo_ev": -8.836, "smiles": "CCN(c1ccccc1)S(=O)(=O)c1cc(C(=O)Nc2ccc(F)c(F)c2)ccc1F", "spin_multiplicity": 1, "max_force_ha_per_bohr": 0.0219, "species": ["C", "H", "C", "N", "C", "C", "C", "C", "C", "C", "H", "H", "H", "H", "H", "S", "O", "O", "C", "C", "C", "C", "C", "C", "F", "H", "H", "C", "O", "N", "C", "C", "C", "C", "C", "C", "H", "F", "F", "H", "H", "H", "H", "H", "H", "H", "H"], "xyz": [[-1.2809, -4.1600, -1.5036], [-0.6483, -4.8780, -0.9888], [-1.7510, -3.0898, -0.5260], [-2.5292, -2.0739, -1.2053], [-3.7758, -2.3838, -1.7837], [-4.5635, -3.4316, -1.3148], [-5.7747, -3.7166, -1.9196], [-6.2216, -2.9599, -2.9879], [-5.4410, -1.9152, -3.4533], [-4.2222, -1.6310, -2.8656], [-3.6190, -0.8196, -3.2326], [-5.7775, -1.3198, -4.2886], [-7.1691, -3.1838, -3.4540], [-6.3737, -4.5338, -1.5450], [-4.2421, -4.0278, -0.4753], [-2.1906, -0.5375, -0.6740], [-3.0551, 0.4210, -1.2798], [-2.0639, -0.5255, 0.7567], [-0.5130, -0.2795, -1.3007], [0.4590, 0.1301, -0.4084], [1.7537, 0.3910, -0.8459], [2.0624, 0.2099, -2.1937], [1.0966, -0.1938, -3.0950], [-0.1915, -0.4275, -2.6374], [-1.1288, -0.8234, -3.5076], [1.3224, -0.3298, -4.1407], [3.0761, 0.3917, -2.5168], [2.8650, 0.8155, 0.0653], [4.0218, 0.5628, -0.1919], [2.4432, 1.5091, 1.1618], [3.2077, 2.0340, 2.2037], [4.5902, 1.8798, 2.2847], [5.2869, 2.4239, 3.3469], [4.6191, 3.1239, 4.3357], [3.2402, 3.2788, 4.2585], [2.5352, 2.7391, 3.2015], [1.4648, 2.8742, 3.1689], [2.5763, 3.9547, 5.2093], [5.3054, 3.6496, 5.3640], [6.3565, 2.3112, 3.4197], [5.1117, 1.3367, 1.5153], [1.4525, 1.6969, 1.2323], [0.1605, 0.1953, 0.6275], [-0.8915, -2.5722, -0.0942], [-2.3100, -3.5379, 0.3031], [-2.1321, -4.6817, -1.9329], [-0.7147, -3.7063, -2.3131]]}


4.
{"formula": "C21H17IN5O7P2W", "method": "ωB97M-V/def2-TZVPD", "energy_ha": -2658.3410, "e_homo_ev": [-9.931, -9.921], "charge": 1, "spin_multiplicity": 3, "max_force_ha_per_bohr": 0.0354, "species": ["W", "C", "C", "N", "C", "C", "C", "C", "C", "C", "C", "N", "C", "C", "C", "C", "C", "C", "C", "C", "N", "C", "H", "H", "H", "H", "H", "H", "H", "H", "H", "H", "H", "H", "O", "P", "O", "O", "O", "P", "O", "O", "O", "H", "H", "I", "C", "C", "N", "N", "C", "H", "H", "H"], "xyz": [[0.5327, -0.6500, -1.0082], [-2.0151, 1.8008, -3.4471], [-1.1965, 0.9302, -2.7263], [-0.9887, 0.9670, -1.4148], [-1.6581, 1.9208, -0.6627], [-2.5374, 2.8135, -1.3303], [-2.6862, 2.7362, -2.7338], [-3.2894, 3.8066, -0.6591], [-3.1799, 3.9615, 0.6987], [-2.3090, 3.1422, 1.3803], [-1.5134, 2.1098, 0.7917], [-0.7670, 1.5357, 1.7171], [0.1360, 0.4663, 1.5933], [1.2005, 0.6865, 0.5323], [2.0949, -0.4363, 0.4455], [1.8336, -1.4695, 1.5230], [0.4227, -1.9135, 1.2206], [-0.0813, -3.2348, 1.2542], [-1.4348, -3.4044, 1.1694], [-2.2753, -2.2670, 1.0702], [-1.8452, -1.0323, 1.1229], [-0.5048, -0.8661, 1.2092], [-2.1102, 1.6907, -4.5179], [-0.3571, 0.0715, -4.2812], [-3.3528, 3.4329, -3.2248], [-3.9438, 4.4335, -1.2495], [-3.7498, 4.7123, 1.2272], [-2.1814, 3.2415, 2.4487], [1.4806, 1.6917, 0.2409], [3.0856, -0.3198, 0.0246], [2.5409, -2.2956, 1.4827], [0.6002, -4.0689, 1.3852], [-1.8859, -4.3872, 1.2069], [-3.3470, -2.4056, 0.9853], [3.9379, -1.3036, -2.4245], [2.4611, -1.2100, -2.9583], [2.2472, -1.4263, -4.3828], [1.8628, 0.0897, -2.2993], [1.6049, -2.2462, -2.0102], [-0.0246, -3.0709, -2.5942], [0.1186, -4.4324, -1.7932], [-0.5603, -0.0818, -3.3462], [-0.7707, -2.1017, -1.5860], [4.5470, -1.7111, -3.0546], [0.0533, -4.3519, -0.8294], [4.9545, -0.5667, 2.9942], [3.0162, 0.1038, 3.1368], [2.5900, 1.3199, 3.4734], [1.2071, 1.3547, 3.5785], [0.6675, 0.1751, 2.9687], [1.8166, -0.7788, 2.9057], [3.1707, 2.1906, 3.7362], [0.6849, 2.1801, 3.3193], [1.6974, -1.5326, 3.6915]]}


5.
{"formula": "C21H17N3O4", "method": "ωB97M-V/def2-TZVPD", "energy_ha": -1275.6618, "e_homo_ev": -8.316, "smiles": "COc1ccc(CC(=O)Nc2cccc(-c3nnc(-c4ccco4)o3)c2)cc1", "spin_multiplicity": 1, "max_force_ha_per_bohr": 0.0342, "species": ["C", "H", "O", "C", "C", "C", "C", "C", "C", "H", "H", "C", "H", "C", "O", "N", "C", "C", "C", "C", "C", "C", "H", "H", "H", "C", "N", "N", "C", "C", "C", "C", "C", "O", "H", "H", "H", "O", "H", "H", "H", "H", "H", "H", "H"], "xyz": [[3.0004, -0.6224, 1.7846], [3.7762, -1.2930, 1.4024], [1.7132, -1.1565, 1.5707], [1.3187, -1.4164, 0.2928], [2.0606, -1.1293, -0.8466], [1.5346, -1.3984, -2.0991], [0.2735, -1.9526, -2.2495], [-0.4465, -2.2756, -1.1017], [0.0622, -2.0087, 0.1504], [-0.4992, -2.2407, 1.0420], [-1.4225, -2.7292, -1.1977], [-0.3275, -2.1821, -3.6098], [-0.3809, -3.2516, -3.8289], [-1.7494, -1.6464, -3.7049], [-2.6925, -2.3231, -4.0481], [-1.9167, -0.3362, -3.3735], [-0.9206, 0.5307, -2.8682], [-0.8690, 0.8020, -1.5086], [0.1800, 1.5570, -0.9966], [1.1332, 2.1073, -1.8539], [1.0373, 1.8832, -3.2125], [0.0250, 1.0853, -3.7227], [-0.0341, 0.8823, -4.7813], [1.7655, 2.3153, -3.8819], [1.9353, 2.6911, -1.4325], [0.3365, 1.6883, 0.4319], [1.3149, 2.2680, 1.0654], [1.1166, 2.0756, 2.3746], [0.0210, 1.3772, 2.4933], [-0.5606, 0.9177, 3.7134], [-0.1326, 1.0892, 5.0085], [-1.0730, 0.4185, 5.8148], [-1.9962, -0.1078, 4.9583], [-1.6965, 0.1880, 3.6895], [-2.8797, -0.6907, 5.1298], [-1.0667, 0.3369, 6.8820], [0.7398, 1.6272, 5.3137], [-0.5312, 1.1064, 1.2923], [-1.6079, 0.3813, -0.8442], [-2.8805, -0.0365, -3.2995], [0.2874, -1.7068, -4.3760], [2.1211, -1.1539, -2.9731], [3.0393, -0.6826, -0.7741], [3.1089, 0.3663, 1.3286], [3.0998, -0.5265, 2.8645]]}